Record 1
Below is a gas-phase ion, C7H15N2O (charge +1), with properties calculated with the ωB97M-V functional and the def2-TZVPD basis.

The geometry in XYZ format:
```
25
Properties=species:S:1:pos:R:3:lowdin_charge:R:1
C 1.607 -1.200 -0.510 -0.2139
C -0.439 0.386 -1.418 -0.0640
C 0.844 1.116 -0.659 -0.0893
C -1.292 -0.433 -0.458 -0.1601
C -3.534 -0.122 0.721 -0.0289
C 2.982 0.600 0.430 -0.0070
C -2.104 0.379 0.509 -0.1549
N 1.742 0.069 -0.233 -0.2021
N 2.455 -2.120 -0.148 0.0756
O -1.468 -1.738 -0.517 0.1668
H -1.075 1.128 -1.951 0.1420
H -0.037 -0.302 -2.181 0.1135
H 1.573 1.580 -1.430 0.1684
H 0.415 1.694 0.073 0.0832
H -4.197 0.210 -0.039 0.0793
H -3.844 0.039 1.762 0.1015
H -3.529 -1.267 0.432 0.1035
H 3.714 -0.100 0.119 0.0630
H 3.327 1.567 0.138 0.0862
H 2.972 0.591 1.486 0.0809
H -1.443 0.513 1.377 0.1586
H -2.162 1.348 0.126 0.1035
H 2.261 -3.096 -0.464 0.1234
H 3.235 -1.939 0.532 0.1175
H -2.122 -2.057 0.168 0.1533
```

Total charge: +1
HOMO in eV: -11.277
Energy relative to the best compared isomer or geometry (same formula, charge and spin) in eV: 4.788
Strongest force on any atom in eV/Å: 5.67
Gap between HOMO and LUMO in eV: 6.49


Record 2
Below is 2 unconnected molecules or ions with the total composition C7H15N2O2S, with properties calculated with the ωB97M-V functional and the def2-TZVPD basis.

The geometry in XYZ format:
```
27
Properties=species:S:1:pos:R:3:lowdin_charge:R:1
C 0.485 -1.148 -1.302 -0.0328
C -0.502 -1.551 -0.761 -0.1681
C -0.314 0.170 2.932 -0.1115
C 2.871 -0.406 -0.886 -0.0008
C -1.712 0.467 2.454 -0.2938
C 1.658 -0.650 -1.975 -0.2488
C -1.775 0.606 0.943 -0.1916
N 1.406 0.867 -2.262 0.1501
N -1.681 -1.901 -0.212 0.0456
O -1.011 1.726 -1.344 -0.3372
O 0.648 1.512 0.389 -0.3744
S -0.747 1.603 0.035 0.7912
H -0.155 0.345 3.975 0.0694
H -0.160 -0.966 2.739 0.1139
H 0.476 0.758 2.477 0.0521
H 3.708 -0.007 -1.481 0.0802
H 3.177 -1.354 -0.506 0.0717
H 2.522 0.401 -0.141 0.0952
H -2.137 1.388 2.905 0.1292
H -2.443 -0.227 2.947 0.1383
H 1.862 -1.281 -2.843 0.1523
H -2.878 0.571 0.764 0.1178
H 1.363 1.354 -1.356 0.0736
H 0.399 1.011 -2.549 0.1425
H 2.171 1.204 -2.949 0.2108
H -1.647 -2.350 0.750 0.1345
H -2.330 -2.475 -0.942 0.1905
```

Total charge: +1
HOMO (spin up / spin down) in eV: -12.487 / -12.487
Energy relative to the best compared isomer or geometry (same formula, charge and spin) in eV: 5.926
Strongest force on any atom in eV/Å: 4.02
Gap between HOMO and LUMO (spin up / spin down) in eV: 7.96 / 7.96


Record 3
Below is a molecular structure, C7H15N3, with properties calculated with the ωB97M-V functional and the def2-TZVPD basis.

The geometry in XYZ format:
```
25
Properties=species:S:1:pos:R:3:lowdin_charge:R:1
C 2.002 -0.876 -0.142 -0.0315
C -1.060 -1.176 -1.063 -0.0584
C 1.204 0.263 -0.771 -0.6720
C -0.396 0.073 -0.496 -0.3168
C -1.249 1.181 -0.271 0.0389
N 1.080 0.144 -2.142 0.0815
H 0.753 1.024 -2.543 0.0401
H 3.048 -0.760 -0.432 0.0808
H 1.914 -0.879 0.943 0.0734
H 1.672 -1.833 -0.541 0.0726
H -0.501 -2.076 -0.812 0.0798
H -2.083 -1.288 -0.707 0.0723
H -1.118 -1.113 -2.146 0.0802
H -0.848 2.149 -0.008 0.0864
H -2.289 1.140 -0.586 0.0982
C -1.768 -0.768 1.828 -0.0457
C -0.740 0.205 1.323 -0.3433
N 1.615 1.564 -0.179 0.0620
N 0.059 0.785 2.097 0.1494
H 2.616 1.545 -0.012 0.0825
H 1.459 2.305 -0.854 0.0816
H 0.690 1.430 1.603 0.0434
H -1.533 -1.788 1.524 0.0793
H -1.757 -0.726 2.915 0.0823
H -2.770 -0.526 1.472 0.0830
```

HOMO (spin up / spin down) in eV: -6.541 / -8.059
Energy relative to the best compared isomer or geometry (same formula, charge and spin) in eV: 4.130
Strongest force on any atom in eV/Å: 1.26
Gap between HOMO and LUMO (spin up / spin down) in eV: 6.12 / 8.08


Number 3 is which compound?
C7H15N3